1.
A cluster of 6 separate species, C17H35BF3O22S5 in total. Source: the OMol25 dataset; level of theory: ωB97M-V/def2-TZVPD.

Calculated values
HOMO level, eV: -3.60
Total charge: -1

Geometry (Å):
C (-1.48, -2.15, -0.50)
C (-1.26, -0.89, -1.53)
C (0.29, -0.63, -1.99)
O (0.92, -1.95, -2.18)
B (2.35, -1.86, -2.50)
C (3.08, -3.15, -1.71)
C (2.88, -2.85, -0.08)
O (3.57, -1.60, 0.25)
C (2.74, -0.71, 1.09)
C (2.73, -1.17, 2.69)
F (2.43, 0.07, 3.50)
F (1.77, -2.28, 2.94)
F (4.15, -1.53, 3.00)
H (-2.12, -2.99, -1.02)
H (-0.50, -2.64, -0.09)
H (-2.09, -1.77, 0.45)
H (-1.65, 0.08, -1.01)
H (-1.88, -1.13, -2.51)
H (0.24, -0.12, -3.06)
H (0.86, 0.09, -1.26)
H (2.45, -2.13, -3.66)
H (2.86, -0.83, -2.24)
H (2.44, -4.12, -1.99)
H (4.21, -3.28, -2.01)
H (3.48, -3.73, 0.47)
H (1.76, -2.89, 0.23)
H (1.66, -0.52, 0.67)
H (3.29, 0.35, 1.08)
C (-4.76, -1.73, -6.60)
C (-5.28, -1.55, -5.17)
O (-4.20, -1.94, -4.33)
S (-2.80, -1.57, -5.06)
O (-2.33, -0.31, -4.55)
O (-1.97, -2.76, -5.09)
O (-3.40, -1.32, -6.56)
H (-4.79, -2.78, -6.89)
H (-5.32, -1.13, -7.32)
H (-6.17, -2.15, -4.97)
H (-5.51, -0.49, -4.97)
C (3.48, -4.62, 5.23)
C (2.07, -4.49, 5.80)
O (1.82, -5.73, 6.46)
S (3.23, -6.30, 7.06)
O (3.31, -5.93, 8.45)
O (3.40, -7.66, 6.59)
O (4.23, -5.33, 6.21)
H (3.48, -5.22, 4.31)
H (3.94, -3.65, 5.03)
H (1.32, -4.31, 5.02)
H (2.02, -3.69, 6.55)
C (2.96, 0.92, 7.87)
C (2.59, -0.12, 6.82)
O (2.35, -1.32, 7.56)
S (1.73, -0.93, 9.02)
O (0.29, -1.06, 8.95)
O (2.53, -1.58, 10.03)
O (2.11, 0.65, 8.99)
H (3.99, 0.81, 8.20)
H (2.80, 1.94, 7.52)
H (3.38, -0.27, 6.09)
H (1.66, 0.15, 6.31)
C (-3.91, 4.46, -3.13)
C (-4.92, 3.63, -2.35)
O (-4.63, 2.27, -2.68)
S (-3.03, 2.13, -2.95)
O (-2.40, 1.64, -1.75)
O (-2.84, 1.51, -4.24)
O (-2.69, 3.72, -3.09)
H (-4.21, 4.56, -4.18)
H (-3.76, 5.45, -2.70)
H (-5.95, 3.88, -2.60)
H (-4.77, 3.75, -1.27)
C (-0.19, 8.71, -4.48)
C (-0.56, 7.66, -5.54)
O (-0.80, 6.47, -4.80)
S (-1.41, 6.85, -3.34)
O (-2.85, 6.73, -3.41)
O (-0.61, 6.21, -2.33)
O (-1.04, 8.44, -3.37)
H (0.85, 8.59, -4.16)
H (-0.35, 9.73, -4.84)
H (0.24, 7.51, -6.27)
H (-1.49, 7.94, -6.05)

2.
The ion C17H35FN5O2 with charge +1. Source: the OMol25 dataset; level of theory: ωB97M-V/def2-TZVPD.

Calculated values
SMILES: CCNNc1nc(CCCCCCCOC)n(CCO)[n+]1[C@@H](F)CC
HOMO level, eV: -12.00
Total charge: +1
Energy relative to the best compared isomer or geometry (same formula, charge and spin), eV: 0.000

Geometry (Å):
C (3.98, -0.79, 3.40)
C (4.98, -1.26, 2.35)
N (4.51, -0.99, 0.98)
N (3.48, -1.89, 0.64)
C (2.50, -1.62, -0.21)
N (1.57, -2.52, -0.53)
C (0.78, -1.92, -1.39)
C (-0.40, -2.62, -1.97)
C (-1.57, -2.64, -0.97)
C (-2.25, -1.29, -0.76)
C (-3.51, -1.41, 0.11)
C (-4.70, -0.50, -0.26)
C (-4.95, 0.71, 0.65)
C (-4.22, 2.00, 0.31)
O (-2.88, 2.00, 0.80)
C (-2.32, 3.29, 0.69)
N (1.15, -0.66, -1.63)
C (0.48, 0.28, -2.53)
C (-0.27, 1.43, -1.86)
O (-0.77, 2.29, -2.87)
N (2.30, -0.46, -0.85)
C (3.03, 0.81, -0.64)
F (2.94, 1.55, -1.79)
C (2.57, 1.59, 0.60)
C (1.31, 1.07, 1.30)
H (2.96, -1.04, 3.11)
H (4.04, 0.30, 3.51)
H (4.20, -1.24, 4.37)
H (5.92, -0.71, 2.44)
H (5.21, -2.33, 2.47)
H (5.28, -1.17, 0.34)
H (3.42, -2.78, 1.12)
H (-0.72, -2.18, -2.92)
H (-0.06, -3.64, -2.17)
H (-2.31, -3.36, -1.34)
H (-1.18, -3.02, -0.02)
H (-2.49, -0.85, -1.73)
H (-1.55, -0.60, -0.27)
H (-3.86, -2.45, 0.04)
H (-3.24, -1.24, 1.15)
H (-5.60, -1.11, -0.24)
H (-4.60, -0.14, -1.29)
H (-4.72, 0.45, 1.69)
H (-6.01, 0.96, 0.62)
H (-4.75, 2.85, 0.75)
H (-4.20, 2.15, -0.78)
H (-2.43, 3.70, -0.32)
H (-2.80, 3.98, 1.40)
H (-1.26, 3.22, 0.93)
H (-0.24, -0.32, -3.08)
H (1.19, 0.67, -3.26)
H (-1.15, 1.05, -1.33)
H (0.37, 1.97, -1.17)
H (-0.06, 2.88, -3.16)
H (4.08, 0.53, -0.54)
H (2.47, 2.64, 0.31)
H (3.39, 1.54, 1.31)
H (0.89, 1.85, 1.94)
H (0.52, 0.75, 0.62)
H (1.56, 0.22, 1.95)

Respective Kohn-Sham gap values: 5.031; 9.892 eV.
Respective E_LUMO values: 1.43; -2.11 eV.
Respective energy values: -4639.09062; -1192.60480 hartree.